[1]
Here is a molecular structure, C32H29BrEuF9N8O2 at a distorted geometry from the OMol25 dataset. Energies are from ωB97M-V/def2-TZVPD.

The spin multiplicity is 7. As for the net charge: 0. Its HOMO energy (alpha / beta) is -7.8 / -7.8 eV. Its orbital gap (alpha / beta) is 6.2 / 7.7 eV. Its energy relative to the best compared isomer or geometry (same formula, charge and spin) is 0.0 kcal/mol. The expectation value of S² is 12.010. The value obtained for the electronic energy is -6008.48279 Ha.

Each line ends with the Löwdin charge.
Atoms and positions in Å:
Eu1 0.38 0.95 -0.45  2.00
C1 2.55 3.53 1.78  -0.08
C2 2.17 3.95 0.36  -0.26
N1 0.75 3.68 0.03  -0.22
C3 -0.13 4.44 0.97  -0.23
C4 -0.86 3.62 2.02  -0.08
C5 0.50 4.16 -1.34  -0.21
C6 -0.87 3.77 -1.86  -0.23
N2 -1.22 2.40 -1.48  -0.12
C7 -2.39 1.88 -1.95  -0.20
C8 -2.73 0.57 -1.56  -0.17
F1 -1.90 -0.03 -0.67  -0.02
C9 -3.81 -0.14 -2.02  -0.24
F2 -3.97 -1.40 -1.57  0.10
C10 -4.70 0.41 -2.91  0.06
C11 -4.43 1.71 -3.29  -0.22
F3 -5.26 2.32 -4.14  0.10
C12 -3.34 2.43 -2.84  -0.14
F4 -3.21 3.69 -3.30  0.08
H1 3.63 3.61 1.91  0.08
H2 2.26 2.50 1.98  0.04
H3 2.08 4.16 2.53  0.07
H4 2.78 3.43 -0.36  0.08
H5 2.36 5.03 0.25  0.12
H6 -0.88 4.97 0.37  0.10
H7 0.47 5.21 1.45  0.11
H8 -1.45 2.83 1.55  0.05
H9 -1.55 4.26 2.57  0.09
H10 -0.17 3.17 2.73  0.05
H11 1.28 3.77 -1.99  0.09
H12 0.58 5.26 -1.38  0.13
H13 -0.84 3.89 -2.95  0.12
H14 -1.63 4.47 -1.50  0.11
H15 -5.56 -0.13 -3.28  0.14
C13 -0.63 -0.48 -3.94  -0.03
O1 -0.27 -0.90 -2.61  -0.15
C14 -0.47 -2.21 -2.30  -0.21
C15 -0.87 -3.17 -3.21  -0.05
C16 -1.07 -4.47 -2.76  -0.67
Br1 -1.56 -5.79 -4.02  0.76
C17 -0.93 -4.83 -1.41  -0.05
C18 -0.55 -3.84 -0.48  -0.08
C19 -0.26 -2.56 -0.95  -0.15
O2 0.27 -1.58 -0.14  -0.08
C20 -0.46 -4.19 0.93  -0.25
N3 -0.14 -5.39 1.38  0.18
C21 -0.17 -5.29 2.76  -0.23
C22 0.11 -6.27 3.72  -0.02
C23 0.00 -5.91 5.05  -0.09
C24 -0.39 -4.61 5.43  -0.09
C25 -0.66 -3.62 4.49  -0.02
C26 -0.53 -4.00 3.16  -0.19
N4 -0.73 -3.30 1.97  0.15
H16 0.05 -0.92 -4.67  0.11
H17 -0.54 0.59 -3.95  0.09
H18 -1.66 -0.77 -4.15  0.10
H19 -1.02 -2.93 -4.25  0.10
H20 -1.12 -5.83 -1.06  0.11
H21 0.41 -1.91 0.76  0.08
H22 0.40 -7.27 3.42  0.11
H23 0.20 -6.64 5.82  0.10
H24 -0.46 -4.36 6.48  0.10
H25 -0.94 -2.62 4.78  0.10
H26 -1.21 -2.41 1.90  0.15
N5 -0.20 0.40 1.74  -0.04
C27 -0.46 0.41 2.89  -0.36
N6 -0.76 0.37 4.11  0.08
C28 -0.77 1.33 5.03  -0.39
N7 -0.81 2.11 5.89  0.10
F5 2.24 -0.18 -1.80  -0.09
C29 2.37 1.23 -1.89  -0.33
F6 1.16 1.51 -2.65  -0.15
C30 3.52 1.49 -2.82  -0.63
F7 3.59 2.80 -3.09  0.15
F8 4.66 1.11 -2.22  0.14
F9 3.43 0.82 -3.98  0.15
C31 4.84 -0.92 1.25  -0.02
C32 3.52 -0.31 1.02  -0.17
N8 2.50 0.17 0.83  0.10
H27 5.11 -0.84 2.30  0.09
H28 5.59 -0.41 0.65  0.09
H29 4.82 -1.97 0.97  0.09

***

[2]
Here is a molecular structure, C27H40Cl5N6O5PRuS from the OMol25 dataset. Energies are from ωB97M-V/def2-TZVPD.

The spin multiplicity is 5. As for the net charge: +2. Its HOMO energy (alpha / beta) is -12.9 / -13.2 eV. Its orbital gap (alpha / beta) is 7.4 / 4.9 eV. Its energy relative to the best compared isomer or geometry (same formula, charge and spin) is 22.4 kcal/mol. The expectation value of S² is 6.038. The value obtained for the electronic energy is -4892.50112 Ha.

Each line ends with the Löwdin charge.
Atoms and positions in Å:
Ru1 -0.01 0.21 -0.83  1.23
C1 2.08 -2.70 -0.08  -0.03
N1 2.98 -1.54 -0.07  -0.14
C2 4.26 -1.70 -0.76  -0.04
C3 2.63 -0.40 0.53  -0.38
N2 1.31 -0.09 0.65  -0.04
C4 0.85 0.42 1.90  -0.26
C5 1.43 0.12 3.13  -0.02
C6 0.84 0.59 4.29  -0.06
C7 -0.34 1.32 4.24  -0.06
C8 -0.93 1.61 3.01  -0.01
C9 -0.31 1.17 1.85  -0.25
N3 -0.84 1.34 0.54  -0.03
C10 -1.65 2.42 0.28  -0.35
N4 -2.75 2.25 -0.45  -0.11
C11 -3.30 3.30 -1.31  -0.02
C12 -3.36 0.93 -0.62  -0.03
N5 -1.35 3.64 0.75  -0.11
C13 -2.38 4.60 1.16  -0.01
C14 0.02 4.04 1.05  -0.01
N6 3.57 0.44 0.98  -0.12
C15 4.81 -0.03 1.59  -0.02
C16 3.31 1.87 1.14  0.00
H1 2.43 -3.39 -0.84  0.10
H2 1.06 -2.41 -0.30  0.01
H3 2.10 -3.20 0.89  0.10
H4 4.07 -2.15 -1.74  0.09
H5 4.94 -2.35 -0.21  0.10
H6 4.72 -0.73 -0.91  0.10
H7 2.32 -0.50 3.18  0.12
H8 1.29 0.35 5.25  0.12
H9 -0.81 1.66 5.15  0.12
H10 -1.86 2.15 2.98  0.12
H11 -2.58 4.10 -1.42  0.07
H12 -4.23 3.70 -0.92  0.11
H13 -3.48 2.86 -2.29  0.09
H14 -3.06 0.26 0.17  0.06
H15 -3.10 0.53 -1.60  0.07
H16 -4.45 1.05 -0.58  0.11
H17 -3.34 4.11 1.22  0.10
H18 -2.44 5.44 0.47  0.10
H19 -2.11 4.98 2.14  0.11
H20 0.72 3.40 0.53  0.06
H21 0.21 4.01 2.13  0.10
H22 0.16 5.06 0.69  0.10
H23 4.80 -1.11 1.70  0.09
H24 4.90 0.42 2.58  0.11
H25 5.68 0.26 1.00  0.10
H26 2.51 2.17 0.47  0.07
H27 4.22 2.41 0.87  0.11
H28 3.05 2.11 2.18  0.10
Cl1 1.69 -0.43 -2.73  0.85
C17 1.04 -1.73 -3.70  -0.58
C18 1.78 -2.11 -4.78  -0.08
C19 1.30 -3.15 -5.59  -0.01
C20 0.11 -3.79 -5.29  -0.07
C21 -0.63 -3.39 -4.19  -0.67
Cl2 -2.10 -4.21 -3.85  0.76
C22 -0.20 -2.32 -3.35  -0.67
S1 -1.17 -1.80 -2.06  0.76
H29 2.71 -1.62 -5.02  0.12
H30 1.87 -3.46 -6.45  0.13
H31 -0.26 -4.59 -5.92  0.13
Cl3 0.00 4.97 -2.64  0.66
C23 0.02 3.41 -3.48  -1.51
Cl4 1.47 3.27 -4.49  0.66
Cl5 -1.41 3.26 -4.49  0.67
C24 0.12 2.30 -2.41  -0.85
O1 1.09 2.28 -1.64  -0.10
O2 -0.80 1.43 -2.36  -0.21
C25 -0.73 -4.61 1.13  -0.10
O3 -1.85 -3.72 1.12  -0.34
P1 -1.63 -2.12 1.21  0.74
O4 -3.18 -1.70 1.36  -0.35
C26 -4.20 -2.23 0.50  -0.09
O5 -1.10 -1.85 2.69  -0.34
C27 -1.82 -2.29 3.87  -0.06
H32 -1.08 -5.58 1.47  0.10
H33 0.05 -4.26 1.81  0.08
H34 -0.32 -4.72 0.12  0.08
H35 -5.14 -1.77 0.81  0.10
H36 -4.27 -3.31 0.61  0.09
H37 -4.00 -1.98 -0.55  0.07
H38 -1.09 -2.35 4.67  0.09
H39 -2.27 -3.27 3.70  0.09
H40 -2.59 -1.56 4.11  0.09

***

[3]
Here is C2H5N2O2P in the gas phase at a distorted geometry from the OMol25 dataset. Energies are from ωB97M-V/def2-TZVPD.

As for the net charge: 0. Its HOMO energy is -9.3 eV. Its orbital gap is 7.6 eV. Its energy relative to the best compared isomer or geometry (same formula, charge and spin) is 6.2 kcal/mol. The value obtained for the electronic energy is -680.56011 Ha.

Each line ends with the Löwdin charge.
Atoms and positions in Å:
C1 1.20 0.21 -1.31  -0.18
N1 0.14 -0.10 -0.38  -0.20
P1 -1.79 -0.32 -1.40  1.02
O1 -2.78 -0.76 -0.45  -0.50
C2 0.32 0.19 0.94  -0.70
N2 -0.77 -0.06 1.73  0.14
O2 1.35 0.65 1.38  0.04
H1 2.13 0.27 -0.76  0.08
H2 1.26 -0.57 -2.07  0.06
H3 1.04 1.18 -1.80  0.07
H4 -1.49 -0.69 1.41  0.05
H5 -0.61 -0.01 2.72  0.10

***

[4]
Here is a gas-phase ion, C6H14N5 (charge +1) at a distorted geometry from the OMol25 dataset. Energies are from ωB97M-V/def2-TZVPD.

As for the net charge: +1. Its HOMO energy is -12.5 eV. Its orbital gap is 9.5 eV. Its energy relative to the best compared isomer or geometry (same formula, charge and spin) is 103.4 kcal/mol. The value obtained for the electronic energy is -510.45330 Ha.

Each line ends with the Löwdin charge.
Atoms and positions in Å:
C1 1.59 0.89 0.03  -0.17
C2 -0.34 2.26 0.02  -0.14
C3 2.17 -1.46 0.05  -0.12
C4 0.08 -0.63 0.67  -0.02
C5 -1.25 -0.09 0.12  -0.63
C6 -1.78 -1.15 -0.89  -0.01
N1 1.11 2.05 0.14  0.07
N2 -1.01 1.13 -0.61  0.03
N3 0.72 -1.69 0.07  0.00
N4 2.51 0.04 -0.13  0.09
N5 -2.03 0.13 1.28  0.09
H1 -0.77 2.45 1.05  0.15
H2 -0.38 3.18 -0.55  0.13
H3 2.55 -1.80 1.08  0.15
H4 2.63 -2.24 -0.56  0.13
H5 0.25 -0.47 1.67  0.11
H6 -1.91 -2.12 -0.44  0.08
H7 -1.18 -1.21 -1.73  0.05
H8 -2.89 -0.77 -1.13  0.15
H9 1.79 2.84 0.02  0.19
H10 -0.54 0.83 -1.47  0.14
H11 0.35 -2.06 -0.85  0.15
H12 3.45 0.14 -0.55  0.17
H13 -2.32 -0.85 1.68  0.16
H14 -2.83 0.62 1.04  0.06

***

Among the records above, which one has the lowest electronic energy?
C32H29BrEuF9N8O2